ORCA calculation (the ωB97M-V functional and the def2-TZVPD basis) on 3 unconnected molecules or ions with the total composition C5H13NO2S2 in a non-equilibrium geometry.

Element x y z (Å)
C: -2.366 0.131 -2.164
C: -1.976 -0.483 0.326
C: 0.734 0.204 -1.707
C: 2.795 -0.760 2.034
C: -1.435 -0.445 -1.089
N: -0.310 0.455 -1.039
O: 1.319 1.855 1.327
O: 0.955 3.727 -0.141
S: 1.572 -1.121 3.311
S: 0.371 2.714 0.719
H: -2.795 1.017 -1.632
H: -1.885 0.431 -3.085
H: -3.081 -0.556 -2.455
H: -1.985 0.594 0.642
H: -1.412 -1.059 0.973
H: -2.981 -0.810 0.357
H: 0.826 -0.796 -2.232
H: 1.625 0.908 -1.517
H: 2.082 -2.336 3.093
H: 2.866 0.260 1.662
H: 2.376 -1.391 1.290
H: 3.712 -1.078 2.588
H: -1.005 -1.462 -1.262

Output
- E: -1199.8324 a.u.
- F_max: 0.0657 Eh/bohr
- Frontier orbital gap: 8.195 eV
- HOMO level: -8.7 eV
- Total charge: 0
- Energy above the lowest of the compared OMol25 structures with the same formula, charge and spin: 10.7 kJ/mol